Computed, not measured: a molecular structure, C21H34ClIOP3Pb at a distorted geometry, with ωB97M-V/def2-TZVPD.

* total charge: +3
* orbital gap (alpha / beta): 3.70 / 4.62 eV

CARTESIAN COORDINATES (ANGSTROEM)
C (-0.009, 1.195, -3.356)
C (-0.088, 1.940, -2.143)
H (0.032, 1.836, -4.281)
H (-0.875, 0.487, -3.388)
H (0.907, 0.560, -3.276)
O (-0.375, 2.880, -1.495)
I (0.098, -2.532, 2.447)
Pb (-0.012, -0.719, 0.236)
P (2.740, -0.174, -0.002)
C (3.475, 0.850, 1.316)
C (3.322, -1.879, 0.306)
H (4.376, -2.003, 0.032)
H (4.562, 0.303, -1.605)
H (2.704, -2.563, -0.290)
H (3.069, -0.307, -2.383)
H (3.095, 0.528, 2.294)
H (3.165, -2.128, 1.363)
C (3.467, 0.342, -1.595)
H (4.572, 0.809, 1.334)
H (3.140, 1.367, -1.810)
H (3.173, 1.895, 1.195)
P (-2.753, -0.154, 0.013)
C (-3.458, 0.946, 1.285)
C (-3.459, 0.371, -1.584)
H (-2.738, -2.547, -0.275)
H (-4.404, -1.976, 0.047)
H (-3.198, -2.109, 1.377)
C (-3.350, -1.854, 0.321)
H (-3.061, -0.279, -2.371)
H (-4.555, 0.341, -1.603)
H (-4.557, 0.928, 1.309)
H (-3.125, 1.975, 1.099)
H (-3.126, 1.395, -1.792)
H (-3.077, 0.675, 2.276)
Cl (-0.025, -2.211, -1.858)
C (0.724, 3.239, 1.486)
P (-0.348, 2.097, 2.505)
C (0.209, 0.822, 3.815)
C (-0.881, 0.105, 4.349)
C (-0.725, -0.807, 5.395)
C (0.539, -0.976, 5.981)
C (1.623, -0.261, 5.471)
C (1.462, 0.650, 4.420)
C (-0.797, 3.389, 3.669)
C (0.195, 3.983, 4.471)
C (-0.150, 5.030, 5.326)
C (-1.501, 5.423, 5.415)
C (-2.491, 4.793, 4.645)
C (-2.148, 3.761, 3.779)
H (1.477, 2.718, 0.864)
H (1.195, 4.006, 2.123)
H (0.043, 3.769, 0.797)
H (-1.900, 0.249, 3.957)
H (-1.587, -1.377, 5.743)
H (0.645, -1.662, 6.822)
H (2.608, -0.413, 5.917)
H (2.319, 1.252, 4.115)
H (1.231, 3.645, 4.461)
H (0.615, 5.522, 5.926)
H (-1.776, 6.216, 6.109)
H (-3.538, 5.100, 4.737)
H (-2.926, 3.231, 3.224)

---

Computed, not measured: a molecular structure, C21H34HfN5 at a distorted geometry, with ωB97M-V/def2-TZVPD.

* total charge: +1
* orbital gap: 7.48 eV

CARTESIAN COORDINATES (ANGSTROEM)
Hf (-0.077, -0.677, -0.736)
C (-3.112, -0.970, -0.464)
N (-2.208, -0.197, -1.370)
C (-2.397, -0.675, -2.776)
C (-2.460, 1.255, -1.295)
C (-3.750, 1.716, -1.476)
C (-4.014, 3.076, -1.441)
C (-2.961, 3.945, -1.232)
C (-1.659, 3.486, -1.080)
C (-1.357, 2.120, -1.131)
N (-0.100, 1.490, -1.042)
C (1.185, 2.073, -1.138)
C (1.520, 3.430, -1.045)
C (2.826, 3.871, -1.209)
C (3.861, 2.991, -1.468)
C (3.571, 1.638, -1.531)
C (2.276, 1.194, -1.340)
N (2.016, -0.255, -1.441)
C (2.203, -0.735, -2.845)
C (2.873, -1.060, -0.517)
H (-4.140, -0.896, -0.818)
H (-3.064, -0.542, 0.538)
H (-2.796, -2.010, -0.450)
H (-3.429, -0.490, -3.076)
H (-2.162, -1.734, -2.836)
H (-1.734, -0.107, -3.429)
H (-4.559, 1.015, -1.637)
H (-5.022, 3.444, -1.574)
H (-3.140, 5.012, -1.189)
H (-0.894, 4.220, -0.925)
H (0.774, 4.170, -0.838)
H (3.026, 4.932, -1.134)
H (4.872, 3.345, -1.611)
H (4.363, 0.925, -1.721)
H (3.239, -0.568, -3.140)
H (1.549, -0.159, -3.499)
H (1.945, -1.789, -2.900)
H (3.914, -0.999, -0.832)
H (2.545, -2.099, -0.543)
H (2.786, -0.671, 0.497)
C (1.039, -3.399, 3.723)
C (0.375, -2.044, 3.503)
C (1.124, -0.957, 4.263)
C (-1.089, -2.096, 3.937)
N (0.514, -1.800, 2.049)
N (-0.133, -0.594, 1.578)
H (1.023, -3.661, 4.781)
H (2.077, -3.373, 3.389)
H (0.518, -4.186, 3.174)
H (1.115, -1.179, 5.331)
H (0.661, 0.027, 4.151)
H (2.164, -0.895, 3.939)
H (-1.162, -2.373, 4.990)
H (-1.646, -2.838, 3.360)
H (-1.592, -1.128, 3.851)
H (0.090, -2.537, 1.485)
H (0.423, 0.195, 1.905)
H (-1.064, -0.469, 1.983)
C (-0.264, -2.700, -1.112)
H (0.589, -3.395, -1.050)
H (-1.072, -3.309, -1.534)

---

Computed, not measured: 3 unconnected molecules or ions with the total composition C21H34INO4 at a distorted geometry, with ωB97M-V/def2-TZVPD.

* total charge: 0
* SMILES string: CCC[C@@H](C)c1cc(I)c2c(c1)C(=O)NC2=O.CCOCC.CCOCC
* orbital gap: 9.31 eV

CARTESIAN COORDINATES (ANGSTROEM)
C (0.599, 3.284, 1.533)
C (1.483, 4.480, 1.160)
C (1.764, 4.637, -0.350)
C (0.688, 5.471, -1.112)
C (1.313, 6.169, -2.336)
C (-0.425, 4.502, -1.494)
C (-1.568, 4.509, -0.752)
C (-2.592, 3.640, -1.034)
I (-4.357, 3.640, 0.113)
C (-2.435, 2.771, -2.047)
C (-1.258, 2.761, -2.791)
C (-0.254, 3.626, -2.538)
C (-1.398, 1.636, -3.824)
O (-0.842, 1.491, -4.881)
N (-2.365, 0.782, -3.210)
C (-3.329, 1.665, -2.618)
O (-4.527, 1.561, -2.633)
H (-0.461, 3.519, 1.545)
H (0.805, 2.402, 0.928)
H (0.838, 2.994, 2.559)
H (1.065, 5.418, 1.533)
H (2.447, 4.347, 1.652)
H (2.763, 5.036, -0.514)
H (1.714, 3.639, -0.791)
H (0.252, 6.237, -0.470)
H (0.889, 7.156, -2.511)
H (2.365, 6.348, -2.112)
H (1.281, 5.583, -3.251)
H (-1.623, 5.210, 0.067)
H (0.638, 3.599, -3.148)
H (-1.966, 0.108, -2.567)
C (-1.132, -3.824, -3.623)
C (-0.552, -2.897, -2.570)
O (-1.454, -2.599, -1.515)
C (-1.917, -3.707, -0.762)
C (-0.811, -4.488, -0.074)
H (-2.040, -3.396, -4.049)
H (-0.409, -3.983, -4.424)
H (-1.390, -4.800, -3.210)
H (-0.306, -1.942, -3.037)
H (0.385, -3.297, -2.170)
H (-2.526, -4.365, -1.391)
H (-2.588, -3.295, -0.007)
H (-0.115, -4.927, -0.789)
H (-1.235, -5.298, 0.521)
H (-0.235, -3.836, 0.585)
C (1.791, -2.434, 4.969)
C (1.036, -3.018, 3.787)
O (1.831, -3.836, 2.947)
C (2.416, -4.974, 3.552)
C (1.406, -5.948, 4.136)
H (2.645, -1.849, 4.624)
H (1.135, -1.786, 5.552)
H (2.170, -3.209, 5.636)
H (0.673, -2.203, 3.160)
H (0.150, -3.568, 4.124)
H (3.145, -4.669, 4.311)
H (2.980, -5.473, 2.764)
H (0.818, -5.499, 4.936)
H (1.917, -6.820, 4.546)
H (0.710, -6.282, 3.364)

---

Computed, not measured: a molecular structure, C21H34N5NiO2Si at a distorted geometry, with ωB97M-V/def2-TZVPD.

* energy above the lowest of the compared OMol25 structures with the same formula, charge and spin: 0.939 eV
* total charge: +1
* orbital gap (alpha / beta): 6.65 / 6.65 eV

CARTESIAN COORDINATES (ANGSTROEM)
Ni (-0.872, 0.685, -0.125)
O (-0.776, -3.088, -1.197)
C (-0.571, -2.109, -0.521)
O (-0.569, -0.892, -1.060)
C (0.652, -1.141, 1.329)
C (1.138, -1.598, 2.690)
C (1.294, -0.769, 3.724)
C (0.855, 0.601, 3.623)
C (0.244, 0.987, 2.472)
N (0.097, 0.225, 1.349)
H (1.393, -2.648, 2.745)
H (1.685, -1.138, 4.663)
H (0.939, 1.284, 4.453)
H (-0.186, 1.982, 2.448)
N (1.276, 0.873, -2.072)
C (0.936, 2.135, -2.812)
C (0.865, 3.290, -1.798)
C (-0.469, 3.531, -1.063)
N (-0.719, 2.645, 0.115)
C (-1.650, 3.451, -2.017)
C (-1.681, 2.122, -2.752)
N (-1.959, 1.040, -1.775)
C (-0.388, 1.934, -3.562)
H (2.202, 0.801, -1.630)
H (1.090, 0.007, -2.583)
H (0.556, 0.898, -1.331)
H (1.741, 2.321, -3.520)
H (1.055, 4.209, -2.355)
H (1.688, 3.206, -1.081)
H (-0.408, 4.552, -0.680)
H (-1.612, 2.937, 0.511)
H (-0.031, 2.837, 0.837)
H (-1.587, 4.266, -2.739)
H (-2.584, 3.601, -1.467)
H (-2.496, 2.139, -3.480)
H (-1.885, 0.116, -2.203)
H (-2.927, 1.131, -1.469)
H (-0.424, 2.691, -4.348)
H (-0.387, 0.970, -4.079)
C (-3.167, -1.404, 1.239)
Si (-1.808, -2.603, 1.764)
C (-2.289, -4.316, 1.237)
C (-1.637, -2.490, 3.610)
N (-0.333, -2.136, 0.866)
C (1.899, -1.141, 0.425)
C (2.715, -0.008, 0.427)
C (3.882, 0.031, -0.327)
C (4.251, -1.067, -1.097)
C (3.467, -2.212, -1.067)
C (2.310, -2.257, -0.297)
H (-4.088, -1.599, 1.795)
H (-3.400, -1.508, 0.176)
H (-2.884, -0.368, 1.452)
H (-3.150, -4.655, 1.818)
H (-1.468, -5.015, 1.405)
H (-2.542, -4.360, 0.179)
H (-2.602, -2.783, 4.033)
H (-1.406, -1.481, 3.953)
H (-0.880, -3.167, 4.005)
H (2.449, 0.833, 1.055)
H (4.521, 0.906, -0.287)
H (5.159, -1.042, -1.685)
H (3.761, -3.082, -1.638)
H (1.715, -3.160, -0.279)

---

Computed, not measured: a molecular structure, C21H35AsBMnO10P2, with ωB97M-V/def2-TZVPD.

* expectation value of S²: 8.756
* energy above the lowest of the compared OMol25 structures with the same formula, charge and spin: 0.217 eV
* total charge: -1
* orbital gap (alpha / beta): 5.56 / 6.24 eV
* multiplicity: 6

CARTESIAN COORDINATES (ANGSTROEM)
Mn (0.211, -0.143, 0.031)
C (-1.190, -2.339, -0.551)
C (-1.454, -1.528, -1.677)
C (-0.226, -1.313, -2.355)
C (0.799, -1.960, -1.637)
C (0.202, -2.591, -0.507)
C (0.879, -3.521, 0.456)
C (2.234, -2.088, -2.049)
C (-0.072, -0.578, -3.649)
C (-2.775, -0.972, -2.112)
C (-2.184, -2.906, 0.417)
H (0.912, -4.552, 0.083)
H (0.359, -3.544, 1.416)
H (1.909, -3.226, 0.658)
H (2.397, -2.940, -2.719)
H (2.886, -2.218, -1.187)
H (2.590, -1.199, -2.577)
H (-0.165, -1.239, -4.520)
H (0.910, -0.099, -3.730)
H (-0.831, 0.201, -3.747)
H (-3.132, -1.412, -3.051)
H (-2.721, 0.111, -2.262)
H (-3.561, -1.168, -1.378)
H (-2.164, -4.000, 0.401)
H (-3.204, -2.606, 0.174)
H (-1.992, -2.589, 1.444)
C (-2.559, 3.038, 1.162)
C (-1.965, 2.277, 2.335)
O (-2.477, 2.821, 3.561)
P (-0.165, 2.540, 2.409)
O (0.429, 1.683, 3.589)
O (-0.092, 4.036, 2.968)
O (0.539, 2.386, 1.116)
P (-2.322, 0.457, 2.290)
O (-3.546, 0.274, 1.256)
O (-2.778, 0.138, 3.665)
O (-1.120, -0.198, 1.657)
H (-2.347, 4.106, 1.256)
H (-3.638, 2.891, 1.152)
H (-2.143, 2.669, 0.224)
H (-2.698, 2.021, 4.086)
H (0.898, 0.875, 3.255)
H (-0.802, 4.142, 3.623)
H (-3.211, 0.034, 0.381)
C (2.234, 2.454, -1.308)
As (0.379, 2.748, -1.676)
C (-0.135, 4.465, -0.984)
C (0.271, 3.043, -3.577)
O (-0.604, 1.459, -1.284)
H (2.777, 3.393, -1.417)
H (2.608, 1.716, -2.020)
H (2.335, 2.064, -0.293)
H (0.409, 5.230, -1.540)
H (0.085, 4.528, 0.076)
H (-1.205, 4.587, -1.150)
H (0.859, 3.918, -3.852)
H (-0.775, 3.201, -3.840)
H (0.640, 2.164, -4.102)
O (3.484, -1.107, 0.992)
B (2.251, -0.426, 1.119)
O (2.050, -0.267, 2.561)
C (3.095, -0.863, 3.193)
C (3.335, -1.002, 4.542)
C (4.500, -1.678, 4.908)
C (5.372, -2.186, 3.953)
C (5.117, -2.040, 2.589)
C (3.966, -1.373, 2.239)
H (2.648, -0.607, 5.276)
H (4.725, -1.813, 5.958)
H (6.263, -2.710, 4.272)
H (5.783, -2.436, 1.835)

---

Computed, not measured: a molecular structure, C21H35Br2F9N2O6PS3 at a distorted geometry, with ωB97M-V/def2-TZVPD.

* energy above the lowest of the compared OMol25 structures with the same formula, charge and spin: 3.195 eV
* total charge: +1
* orbital gap: 8.30 eV

CARTESIAN COORDINATES (ANGSTROEM)
C (0.435, -3.219, -3.281)
C (-0.776, -4.231, -3.682)
N (-2.133, -3.767, -3.270)
P (-2.225, -2.079, -4.044)
N (-1.569, -2.013, -5.494)
C (-2.330, -3.406, -1.816)
Br (-3.364, -1.758, -1.276)
C (-1.903, -4.133, -0.690)
C (-1.152, -5.508, -0.792)
Br (-2.255, -3.505, 1.170)
C (-3.292, -4.654, -3.634)
F (-2.798, -5.991, -3.464)
F (-4.278, -4.614, -2.618)
C (-3.864, -4.670, -5.103)
F (-4.394, -5.985, -5.277)
F (-2.860, -4.628, -6.107)
C (-5.035, -3.723, -5.569)
F (-4.652, -2.524, -6.214)
F (-5.695, -4.433, -6.615)
C (-6.199, -3.356, -4.562)
F (-7.225, -2.757, -5.323)
F (-5.876, -2.442, -3.567)
F (-6.782, -4.515, -4.018)
H (1.333, -3.807, -2.884)
H (0.782, -2.682, -4.225)
H (0.153, -2.473, -2.478)
H (-0.432, -5.238, -3.301)
H (-0.678, -4.352, -4.822)
H (-3.567, -1.612, -4.160)
H (-1.431, -1.140, -3.280)
H (-2.259, -1.690, -6.181)
H (-1.711, -6.362, -1.279)
H (-0.117, -5.312, -1.252)
H (-0.907, -5.876, 0.268)
C (-1.565, 1.147, 3.734)
C (-0.647, 2.222, 3.151)
C (0.070, 1.611, 1.947)
S (-1.021, 0.350, 1.302)
O (-0.391, -0.942, 1.477)
O (-1.550, 0.780, 0.024)
C (-2.291, 0.534, 2.544)
H (-2.266, 1.562, 4.461)
H (-0.965, 0.384, 4.241)
H (-1.248, 3.078, 2.827)
H (0.069, 2.586, 3.890)
H (0.261, 2.356, 1.174)
H (1.006, 1.132, 2.241)
H (-2.739, -0.435, 2.765)
H (-3.046, 1.217, 2.149)
C (4.469, 4.136, -1.762)
C (4.188, 2.634, -1.697)
C (3.844, 2.293, -0.245)
S (3.140, 3.779, 0.464)
O (4.027, 4.263, 1.495)
O (1.727, 3.572, 0.699)
C (3.341, 4.802, -0.984)
H (4.513, 4.496, -2.791)
H (5.431, 4.353, -1.287)
H (3.337, 2.394, -2.342)
H (5.039, 2.047, -2.048)
H (3.117, 1.483, -0.181)
H (4.737, 2.037, 0.328)
H (3.570, 5.825, -0.687)
H (2.405, 4.773, -1.545)
C (3.141, 5.156, 6.137)
C (4.280, 4.382, 6.804)
C (3.747, 2.990, 7.152)
S (2.459, 2.636, 5.961)
O (1.195, 2.555, 6.659)
O (2.911, 1.595, 5.063)
C (2.538, 4.204, 5.112)
H (3.496, 6.076, 5.669)
H (2.389, 5.425, 6.886)
H (5.117, 4.291, 6.104)
H (4.651, 4.895, 7.693)
H (4.525, 2.230, 7.078)
H (3.301, 2.969, 8.147)
H (1.542, 4.500, 4.784)
H (3.198, 4.084, 4.250)

---

Number 1: E_tot -2869.55531 hartree. Number 2: E_tot -1142.13586 hartree. Number 3: E_tot -1473.93134 hartree. Number 4: E_tot -3042.54378 hartree. Number 5: E_tot -5668.35385 hartree. Number 6: E_tot -8964.36866 hartree.